Record 1
68
Properties=species:S:1:pos:R:3:forces:R:3:nbo_charge:R:1 method="wB97M-V/def2-TZVPD" de_lowest_ev=0.0000 homo_energy_ev="-8.6085 / -9.0230" gap_ha="0.28388 / 0.29900" s2=3.852 spin_multiplicity=4 total_charge=0 energy_ha=-2764.93855
O 3.547 -1.033 -2.949 1.49 -1.13 -1.21 -0.5695
C 4.087 -2.409 -2.916 -0.27 -0.28 0.60 -0.0660
C 4.903 -2.264 -4.188 -0.38 0.74 0.40 -0.4670
H 3.323 -3.189 -3.015 -0.11 0.45 0.34 0.1992
H 4.657 -2.541 -1.988 -0.06 -0.16 -0.25 0.1760
C 4.300 -0.837 -4.194 0.63 0.02 -0.70 0.2769
H 4.580 -2.889 -5.022 0.20 0.00 0.15 0.2127
H 5.981 -2.268 -4.032 -0.09 -0.16 -0.23 0.2101
C 3.377 -0.577 -5.366 -0.02 0.22 0.02 -0.6299
H 2.541 -1.284 -5.356 0.11 0.17 0.01 0.2253
H 3.923 -0.693 -6.312 -0.08 0.05 0.21 0.2142
H 3.004 0.453 -5.312 -0.15 -0.20 -0.08 0.2089
C 5.395 0.206 -4.065 -0.19 0.33 0.14 -0.6259
H 5.996 0.038 -3.163 -0.11 -0.05 -0.18 0.2153
H 4.967 1.212 -4.000 0.09 -0.04 -0.03 0.2084
H 6.054 0.154 -4.944 -0.18 0.06 0.21 0.2158
Cr -0.049 1.525 0.374 -1.11 0.90 2.59 0.9297
C 0.488 2.934 2.177 1.09 -0.88 -0.25 -0.2446
C 0.254 1.689 2.846 1.53 -0.12 -0.80 -0.1797
C 1.137 0.700 2.295 0.05 1.26 -0.35 -0.2646
H -0.372 1.547 3.722 -0.11 0.00 -0.57 0.2547
C 1.906 1.322 1.220 -0.08 0.71 1.04 -0.3650
C 1.545 2.741 1.200 -0.02 -0.98 1.05 -0.2986
H 2.050 3.536 0.644 -0.41 -0.50 0.04 0.2504
H 0.046 3.892 2.462 -0.06 -0.52 -0.41 0.2601
H 1.311 -0.287 2.732 -0.37 0.28 -0.59 0.2537
H 2.690 0.837 0.628 -0.35 0.43 0.35 0.2597
C -1.790 2.744 -0.422 0.34 -0.46 -1.16 -0.2110
C -0.532 3.292 -0.843 -0.64 -0.64 -0.78 -0.2777
C 0.171 2.284 -1.601 -1.06 -0.35 -0.27 -0.2559
H -0.230 4.335 -0.706 0.04 -0.67 0.15 0.2544
C -0.660 1.092 -1.629 -0.81 1.15 -0.27 -0.3260
C -1.872 1.385 -0.887 0.74 0.80 -1.00 -0.2363
H -2.728 0.722 -0.794 0.41 0.15 0.25 0.2677
H -2.585 3.298 0.074 0.53 -0.40 0.20 0.2807
H 1.103 2.418 -2.150 -0.19 -0.11 0.41 0.2461
H -0.487 0.191 -2.216 0.00 0.48 0.35 0.2700
O 1.095 -2.569 -2.309 0.61 -0.62 0.95 -0.5394
C 1.344 -1.417 -1.502 -0.88 0.50 0.48 -0.0776
C 2.239 -1.801 -0.329 0.11 -0.53 -0.77 -0.4245
H 0.376 -1.080 -1.088 0.29 -0.24 0.06 0.1416
H 1.757 -0.630 -2.121 -0.16 -0.05 -0.07 0.2233
C 1.705 -3.211 -0.058 -0.40 0.03 0.48 -0.4410
H 2.118 -1.119 0.516 0.04 -0.30 -0.17 0.2094
H 3.296 -1.833 -0.640 -0.46 0.16 0.26 0.2075
C 1.129 -3.706 -1.407 -0.13 -0.17 0.20 -0.0769
H 0.868 -3.141 0.657 0.40 -0.09 -0.08 0.2095
H 2.472 -3.869 0.359 -0.21 -0.03 -0.09 0.2160
H 0.095 -4.080 -1.246 0.59 0.13 -0.29 0.1813
H 1.755 -4.538 -1.801 -0.44 0.66 -0.20 0.1774
O -2.552 2.460 2.264 -0.03 -1.05 0.03 -0.7355
C -2.733 1.216 2.302 0.26 0.32 -0.50 0.7344
O -2.023 0.305 1.764 -0.37 0.89 0.45 -0.7551
C -3.984 0.787 3.069 -0.47 -0.22 0.40 -0.0545
C -3.966 -0.297 3.951 -0.67 -0.11 0.21 -0.1336
C -5.124 -0.611 4.706 0.37 1.52 -1.20 0.0015
C -6.310 0.119 4.555 0.09 -0.01 -0.10 -0.1414
C -6.323 1.191 3.651 1.78 -0.86 0.04 -0.0009
C -5.158 1.545 2.939 -0.36 -0.27 0.33 -0.1224
N -7.527 1.958 3.440 -2.29 1.51 -0.50 0.5053
O -8.569 1.638 4.049 2.08 0.40 -0.98 -0.3675
O -7.471 2.915 2.637 -0.04 -1.77 1.48 -0.3731
N -5.054 -1.663 5.688 -0.01 -2.32 1.77 0.5044
O -3.972 -2.273 5.827 -1.86 1.25 -0.34 -0.3737
O -6.078 -1.940 6.347 1.78 0.71 -1.28 -0.3706
H -3.068 -0.900 4.064 -0.22 0.15 -0.02 0.2610
H -7.196 -0.145 5.126 0.20 0.09 -0.12 0.2785
H -5.169 2.414 2.286 0.01 -0.20 0.15 0.2642


Record 2
79
Properties=species:S:1:pos:R:3:forces:R:3:mulliken_charge:R:1 method="wB97M-V/def2-TZVPD" homo_energy_ev=-8.2092 gap_ha=0.24311 smiles="C#CC1=C(C(F)(F)C(F)(F)C(F)(F)C(F)(F)C(F)(F)C(F)(F)C(F)(F)C(F)(F)F)C(=O)OC1=O.CCN(CC)CC.CCN(CC)CC" total_charge=0 energy_ha=-3042.15847
C 2.605 2.369 -0.427 -0.89 1.03 1.41 -0.0999
C 2.241 2.936 0.586 1.16 -0.64 -1.49 -0.9836
C 2.174 3.639 1.816 -0.31 -0.30 -0.69 1.3499
C 1.792 3.201 3.016 1.02 1.46 0.10 0.0912
C 1.319 1.818 3.397 -0.55 1.22 -0.54 0.9664
F 0.483 1.429 2.408 -0.06 -0.31 -0.35 -0.2853
F 0.574 1.895 4.501 0.18 -0.39 0.60 -0.2799
C 2.432 0.717 3.458 -0.74 -0.23 -0.15 0.5860
F 1.841 -0.435 3.117 -0.38 -0.56 0.34 -0.3616
F 3.305 0.950 2.483 0.87 0.49 -0.07 -0.2324
C 3.115 0.421 4.819 -0.58 -0.20 -0.11 0.6027
F 3.892 -0.650 4.643 0.98 0.05 -0.30 -0.2865
F 2.153 0.005 5.647 -0.62 0.27 0.43 -0.3186
C 3.854 1.557 5.559 -0.14 0.01 0.19 0.4261
F 2.976 2.537 5.797 -0.50 0.48 -0.54 -0.2887
F 4.178 1.093 6.765 0.69 -0.57 0.29 -0.2662
C 5.088 2.218 4.911 0.44 0.04 0.30 0.6440
F 4.728 2.875 3.805 -0.54 -0.24 -0.75 -0.2390
F 5.495 3.170 5.751 0.30 0.07 0.78 -0.3151
C 6.323 1.345 4.525 0.06 1.02 -0.24 0.5241
F 7.206 2.243 4.059 0.29 0.53 0.16 -0.3385
F 6.005 0.609 3.461 -0.32 -0.90 0.08 -0.2459
C 7.073 0.564 5.648 0.44 -0.75 -0.21 0.6862
F 8.375 0.646 5.363 0.50 -0.14 -0.68 -0.3151
F 6.950 1.126 6.844 -0.78 0.50 0.50 -0.2563
C 6.787 -0.961 5.824 1.08 -0.26 0.84 0.6532
F 6.711 -1.634 4.700 -0.41 -0.01 -0.76 -0.2408
F 5.748 -1.194 6.590 -1.09 0.13 -0.01 -0.2082
F 7.836 -1.451 6.493 0.44 -0.03 0.17 -0.2813
C 1.896 4.450 3.891 -0.92 -1.66 1.47 -0.0713
O 1.302 4.610 4.914 0.87 0.49 -0.58 -0.5050
O 2.714 5.372 3.278 -0.97 0.38 -0.76 -0.2875
C 2.553 5.115 1.907 0.29 -0.30 -0.31 0.1813
O 2.668 5.914 1.035 0.17 -0.54 0.88 -0.4752
H 2.843 1.924 -1.364 0.00 -0.15 -0.03 0.4829
C -0.980 1.443 -1.922 -0.05 -0.06 0.04 -1.1687
C -0.860 1.274 -3.429 -0.16 -0.01 0.11 -0.3817
N 0.226 0.394 -3.825 0.30 0.03 -0.11 0.1821
C 0.512 0.441 -5.251 0.07 0.16 -0.16 -0.7139
C -0.570 -0.049 -6.219 0.05 -0.07 -0.12 -0.9696
C 0.215 -0.932 -3.229 -0.05 -0.11 0.31 -0.9488
C -1.023 -1.807 -3.455 0.01 -0.15 0.00 -0.6890
H -0.040 1.793 -1.493 0.01 -0.04 0.01 0.0667
H -1.750 2.181 -1.692 0.01 0.00 -0.03 0.4914
H -1.265 0.514 -1.426 0.02 0.02 0.01 0.2163
H -0.675 2.263 -3.859 0.08 -0.10 -0.14 0.4946
H -1.830 0.939 -3.826 -0.05 0.04 0.02 0.2055
H 1.435 -0.114 -5.444 -0.03 -0.08 0.13 0.3521
H 0.748 1.479 -5.506 -0.07 0.03 0.11 0.4114
H -0.643 -1.136 -6.232 -0.07 0.01 0.04 0.2307
H -0.320 0.264 -7.236 0.01 0.02 0.03 0.3987
H -1.553 0.362 -5.986 0.01 -0.01 0.03 0.2682
H 0.356 -0.820 -2.150 -0.05 0.09 -0.02 0.3131
H 1.103 -1.477 -3.562 0.00 0.13 -0.16 0.4221
H -1.955 -1.252 -3.333 0.00 0.00 -0.01 0.1522
H -1.033 -2.621 -2.726 0.01 0.02 0.00 0.4141
H -1.021 -2.268 -4.442 -0.09 0.06 -0.02 0.2417
C -5.026 -4.255 -4.291 -0.06 -0.01 -0.03 -1.4477
C -4.898 -3.780 -2.851 -0.07 -0.14 -0.10 -0.3543
N -5.117 -2.355 -2.689 0.13 0.27 0.09 0.2522
C -4.732 -1.861 -1.377 0.23 0.02 0.14 -0.5916
C -5.506 -2.369 -0.155 -0.03 0.09 0.11 -1.1958
C -6.376 -1.843 -3.207 -0.14 -0.06 -0.29 -0.7277
C -7.676 -2.440 -2.656 -0.11 0.12 0.01 -0.9993
H -4.357 -3.698 -4.949 -0.03 0.05 0.03 0.2997
H -4.762 -5.312 -4.355 0.00 0.01 0.02 0.4462
H -6.046 -4.154 -4.667 0.03 0.01 -0.01 0.3018
H -3.881 -4.010 -2.519 -0.03 0.14 0.13 0.4490
H -5.573 -4.378 -2.220 0.02 -0.08 -0.01 0.2427
H -4.767 -0.767 -1.383 -0.10 -0.01 -0.13 0.4254
H -3.674 -2.105 -1.231 -0.02 -0.10 -0.09 0.2526
H -6.490 -1.908 -0.078 -0.03 -0.07 -0.03 0.2461
H -4.962 -2.111 0.756 0.02 0.00 -0.03 0.4394
H -5.629 -3.453 -0.164 0.00 0.01 -0.03 0.2727
H -6.374 -1.981 -4.292 0.06 -0.08 0.03 0.4209
H -6.396 -0.759 -3.073 0.13 -0.03 0.14 0.3645
H -7.634 -3.527 -2.575 0.04 0.01 0.00 0.2471
H -8.504 -2.196 -3.326 0.02 -0.01 0.00 0.3781
H -7.930 -2.031 -1.679 0.02 -0.10 0.04 0.2763


Record 3
64
Properties=species:S:1:pos:R:3:forces:R:3:nbo_charge:R:1 method="wB97M-V/def2-TZVPD" de_lowest_ev=0.1386 homo_energy_ev=-11.0481 gap_ha=0.33521 total_charge=+1 energy_ha=-3247.91915
Li 1.869 0.588 0.297 -0.02 0.30 0.09 0.7441
C 0.914 4.138 -0.458 0.07 -0.04 -0.11 -0.5315
C -0.405 3.382 -0.392 0.08 -0.18 0.05 -0.5376
S -0.374 1.887 0.629 -0.11 -0.10 0.02 0.1772
C -0.193 2.591 2.293 -0.04 -0.04 -0.11 -0.5345
C 0.288 1.543 3.287 0.08 -0.06 -0.08 -0.5414
S 1.866 0.742 2.901 0.01 0.04 -0.07 0.2052
C 3.043 2.107 3.110 -0.11 -0.07 -0.02 -0.5394
C 4.394 1.679 2.549 -0.09 -0.02 -0.15 -0.5423
S 4.418 1.261 0.779 0.09 -0.16 0.08 0.2021
C 4.809 2.845 -0.005 -0.14 -0.10 0.02 -0.5429
C 3.650 3.821 -0.136 -0.09 -0.04 -0.13 -0.5243
S 2.266 3.080 -1.053 0.01 0.01 0.08 0.1886
H 1.193 4.520 0.524 -0.01 0.01 0.01 0.2124
H 0.811 4.990 -1.130 -0.05 0.03 0.04 0.2380
H -0.694 3.025 -1.382 -0.03 0.05 0.01 0.2420
H -1.196 4.035 -0.023 -0.02 0.05 -0.07 0.2377
H -1.170 2.957 2.613 0.03 0.07 0.04 0.2362
H 0.494 3.436 2.250 0.01 -0.01 0.03 0.2105
H -0.420 0.713 3.338 -0.04 0.04 0.04 0.2463
H 0.358 1.988 4.279 -0.06 -0.02 0.05 0.2383
H 3.141 2.325 4.174 0.02 0.05 0.03 0.2331
H 2.663 2.993 2.603 0.05 0.02 -0.01 0.2039
H 4.731 0.772 3.053 0.03 0.03 0.04 0.2461
H 5.145 2.450 2.719 0.03 0.01 0.05 0.2379
H 5.196 2.576 -0.989 0.03 0.03 0.01 0.2448
H 5.621 3.303 0.558 0.05 0.02 -0.06 0.2385
H 3.983 4.711 -0.670 0.05 0.04 0.06 0.2351
H 3.284 4.124 0.845 0.03 0.01 0.02 0.2070
S 1.310 -1.692 0.062 -0.02 -0.12 0.03 -0.8691
Sb -0.805 -1.950 -0.739 0.02 -0.08 -0.01 1.7113
C -1.151 -4.025 -0.873 0.06 0.15 -0.07 -0.2999
C -2.329 -4.577 -0.380 0.03 -0.03 -0.12 -0.2500
C -2.501 -5.955 -0.414 0.00 0.02 -0.01 -0.2010
C -1.508 -6.768 -0.944 0.00 0.00 0.00 -0.1859
C -0.335 -6.211 -1.439 -0.01 0.02 -0.02 -0.1883
C -0.149 -4.837 -1.398 -0.04 -0.04 0.05 -0.2469
C -2.333 -1.326 0.588 0.24 0.06 -0.11 -0.3005
C -3.411 -0.517 0.249 -0.07 -0.08 0.02 -0.2341
C -4.329 -0.152 1.226 -0.01 -0.01 0.05 -0.2061
C -4.172 -0.597 2.532 0.03 -0.01 0.00 -0.1928
C -3.098 -1.413 2.868 -0.03 0.01 -0.02 -0.1975
C -2.174 -1.776 1.897 0.01 0.08 0.03 -0.2598
C -0.853 -1.023 -2.641 -0.16 0.06 0.23 -0.2912
C 0.073 -1.489 -3.570 -0.06 0.02 -0.03 -0.2442
C 0.187 -0.859 -4.801 -0.01 0.01 -0.02 -0.1839
C -0.610 0.240 -5.099 0.02 0.00 0.01 -0.1896
C -1.528 0.708 -4.169 0.00 -0.03 0.04 -0.2071
C -1.652 0.079 -2.936 0.07 -0.07 -0.07 -0.2590
H -3.111 -3.946 0.024 0.00 0.00 0.03 0.2221
H -3.413 -6.392 -0.028 0.02 0.01 -0.01 0.2256
H -1.647 -7.842 -0.966 0.01 0.05 -0.01 0.2261
H 0.437 -6.847 -1.853 -0.01 0.01 0.03 0.2251
H 0.783 -4.406 -1.747 -0.02 -0.02 0.02 0.2252
H -3.566 -0.182 -0.767 0.00 -0.01 0.03 0.2122
H -5.169 0.479 0.966 0.01 -0.03 -0.01 0.2262
H -4.895 -0.318 3.288 0.03 0.00 -0.03 0.2270
H -2.985 -1.772 3.883 0.01 0.00 -0.02 0.2269
H -1.329 -2.405 2.163 -0.02 0.02 0.01 0.2342
H 0.712 -2.333 -3.339 0.01 0.02 -0.01 0.2260
H 0.901 -1.225 -5.527 -0.01 0.01 0.02 0.2271
H -0.513 0.735 -6.057 -0.01 -0.03 0.02 0.2270
H -2.154 1.560 -4.402 0.02 -0.01 -0.01 0.2237
H -2.369 0.455 -2.220 0.03 0.04 0.00 0.2100